{
  "formula": "C3H5N3S",
  "method": "ωB97M-V with the def2-TZVPD basis set",
  "elements": ["H", "N", "C", "H", "C", "N", "H", "H", "N", "H", "C", "S"],
  "coordinates": [[-1.682, -2.031, -0.806], [-0.528, 0.770, 0.168], [1.850, 0.305, 0.265], [2.415, 1.078, -0.320], [-1.103, -1.244, -0.538], [0.601, 0.197, -0.451], [2.139, -0.787, 0.395], [1.484, 0.800, 1.245], [0.137, -1.202, -0.736], [-0.524, 1.699, 0.383], [-1.618, -0.002, 0.035], [-3.173, 0.416, 0.359]],
  "orbital_gap_ev": 8.298,
  "e_above_lowest_ev": 2.988,
  "homo_ev": -8.329,
  "smiles": "Cn1ncc(=S)[nH]1",
  "energy_ev": -18494.910,
  "largest_force_ev_per_a": 4.3
}

***

{
  "formula": "C3H7FOS",
  "method": "ωB97M-V with the def2-TZVPD basis set",
  "elements": ["H", "S", "F", "O", "C", "H", "H", "C", "H", "C", "H", "H", "H"],
  "coordinates": [[-0.131, -0.019, -1.583], [-0.652, -0.338, -0.242], [0.572, 1.637, -0.339], [-1.559, -1.462, -0.258], [0.929, -0.403, 0.631], [1.477, -1.079, -1.280], [2.211, -1.847, 0.126], [1.878, -0.889, -0.292], [-1.328, 0.958, 1.415], [-1.605, 1.062, 0.373], [-2.610, 0.734, -0.010], [2.726, -0.206, -0.314], [-1.253, 1.981, -0.093]],
  "orbital_gap_ev": 8.792,
  "e_above_lowest_ev": 6.568,
  "homo_ev": -9.876,
  "energy_ev": -18818.234,
  "largest_force_ev_per_a": 3.5
}